[1]
The following is a DFT calculation (ωB97M-V with the def2-TZVPD basis set) of a structure of composition C14H30AlBr3Cl2F4NO11S3.

Properties
frontier orbital gap: 0.13712 Eh
calculated total energy: -11912.115321 a.u.
energy relative to the best compared isomer or geometry (same formula, charge and spin): 0.00 kcal per mole
total charge: +1

Each line ends with the Löwdin charge.
Positions of all 69 atoms, in Å:
F: -0.28 -7.34 -3.59  0.189
C: -3.06 -1.78 0.29  -0.891
H: -2.58 -4.00 7.33  0.051
H: -3.79 -1.87 1.07  -0.035
H: -1.73 6.79 -5.93  0.054
S: 0.27 3.48 0.46  0.887
N: 1.04 3.53 -2.07  0.079
O: -0.03 -3.88 -3.29  0.050
O: 0.87 0.83 2.35  -0.233
C: -0.61 -5.06 -3.09  -0.372
H: 2.62 2.40 -1.29  -0.003
H: -1.64 2.84 -3.72  0.109
O: 3.42 2.13 -1.74  -0.114
O: -0.37 -1.04 1.33  -0.291
H: -0.30 -3.06 5.50  0.045
H: 4.73 1.04 1.10  0.084
H: 1.71 -0.04 4.82  0.143
H: 1.05 -2.68 -1.14  0.108
C: 0.32 1.13 3.65  -0.148
Cl: -3.13 -0.15 -0.40  0.579
H: 1.08 4.55 -4.62  0.107
H: -2.05 -1.96 0.69  -0.015
C: -0.58 -2.80 -2.54  -0.282
O: 0.53 2.67 -0.99  -0.578
Al: -0.14 0.29 -1.93  1.179
C: 0.29 4.86 -3.95  0.005
Br: -5.09 -3.85 0.62  0.515
C: -1.17 3.02 -2.76  -0.035
H: 3.07 1.55 0.72  0.052
H: -1.14 -5.00 7.00  0.063
H: 0.44 6.46 0.31  -0.118
O: 0.51 -1.18 3.60  -0.196
O: -0.87 4.32 0.22  -0.401
H: -2.69 6.73 -4.75  0.050
F: -0.96 -3.80 0.91  -0.502
F: 1.39 -6.02 -3.93  0.179
C: 4.00 1.18 0.29  -0.086
S: 0.79 -0.76 2.10  0.592
Br: -0.55 -3.08 8.43  0.617
H: 4.68 3.14 -0.38  0.111
Cl: -3.42 -3.08 -0.93  0.646
Br: -2.36 -1.67 5.56  0.642
H: -0.30 -1.90 -3.11  0.036
H: -0.35 -3.63 -0.51  0.067
H: -1.92 3.42 -2.08  0.105
H: -1.70 -3.95 4.88  0.066
O: 2.08 -1.22 1.72  -0.187
H: 5.40 1.82 -1.28  0.115
C: -0.04 -2.72 -1.13  -0.144
H: -0.76 1.24 3.55  0.135
H: 0.60 5.81 -3.51  0.091
H: 0.74 2.06 4.04  0.141
C: -1.54 -3.99 7.02  -0.693
H: 3.79 0.21 -0.16  0.076
H: 0.02 -0.19 5.35  0.085
O: 1.57 4.43 0.57  -0.779
H: -0.64 4.98 -4.51  0.049
C: -1.34 -3.32 5.69  -0.668
C: 0.67 -0.07 4.49  -0.171
H: -1.67 -2.86 -2.56  0.064
C: 0.10 3.84 -2.89  -0.332
S: 1.59 5.96 -0.18  0.841
C: 0.07 -6.13 -3.98  -0.552
O: -1.54 -5.28 -2.38  0.163
O: -2.17 6.17 -5.33  -0.057
C: 4.49 2.14 -0.79  -0.276
F: -0.33 -5.96 -5.25  0.170
H: -0.69 2.12 -2.36  -0.135
H: -0.41 -1.83 -0.62  -0.046


[2]
The following is a DFT calculation (ωB97M-V with the def2-TZVPD basis set) of a cluster of 3 separate species, C24H44BNO11 in total.

Properties
structure (SMILES): CCCCCCN(B(O)CC)C(=O)OCCCCCOC(C)=O.C[C@@H]1COC(=O)O1.C[C@@H]1COC(=O)O1
frontier orbital gap: 0.36728 Eh
calculated total energy: -1848.079468 a.u.
total charge: 0

Each line ends with the Löwdin charge.
Positions of all 81 atoms, in Å:
C: 6.99 1.75 -1.67  -0.535
H: -8.97 -1.74 2.28  0.136
B: -1.16 0.11 -0.25  -0.437
H: -6.08 -2.76 0.95  0.113
C: 4.72 -1.27 2.62  -0.132
H: 0.73 -1.31 -0.54  0.138
C: 3.97 5.84 -0.45  -0.106
H: 2.43 -2.84 -0.42  0.101
H: 0.76 -1.20 1.31  0.121
C: 3.23 3.75 -0.29  -0.547
O: 6.26 0.82 -2.35  0.069
H: 8.61 -2.13 -0.72  0.091
H: 3.65 5.51 -3.88  0.087
H: 5.06 5.78 -0.46  0.144
H: -0.99 0.49 -2.14  0.123
C: -0.35 1.29 0.55  -0.134
C: -6.90 -1.36 -0.57  -0.193
H: -11.66 0.39 1.91  0.091
H: 1.97 -2.66 2.49  0.109
O: 3.47 4.86 0.45  0.067
H: -0.83 1.48 1.58  0.116
H: 4.20 -1.74 0.48  0.091
H: -5.60 -3.25 -0.75  0.123
H: 4.29 6.92 -3.01  0.091
C: -0.22 2.66 -0.32  -0.125
C: 0.46 -3.28 0.51  -0.162
H: 5.13 5.36 -2.96  0.089
C: 6.91 -0.43 -2.15  -0.107
C: -7.65 -0.75 0.75  -0.160
H: 0.74 0.99 0.78  0.093
C: -4.32 -1.55 0.16  -0.175
H: -8.45 -2.83 0.91  0.135
H: 0.55 2.41 -1.13  0.079
C: 8.83 -1.06 -0.64  -0.021
H: 7.62 -0.59 -2.97  0.141
H: 0.22 3.44 0.39  0.077
H: 9.28 -0.87 0.34  0.088
H: -12.74 -0.90 2.66  0.087
H: -4.15 -0.89 -0.75  0.134
C: 2.07 -3.52 0.44  -0.199
H: 2.32 5.82 -1.84  0.159
O: 6.85 2.93 -1.79  0.149
O: -3.30 -2.56 0.36  -0.055
C: -11.19 -1.77 1.31  -0.405
H: 5.24 -2.20 3.05  0.072
H: 0.04 -3.87 -0.38  0.116
H: -4.49 -0.90 1.10  0.135
H: 2.34 -4.59 0.16  0.106
O: -10.08 -1.50 0.45  -0.075
H: 3.48 -3.80 2.20  0.105
O: -1.77 0.34 -1.55  0.072
C: 7.58 -0.23 -0.82  -0.344
C: -12.22 -0.60 1.69  -0.003
H: 9.59 -0.80 -1.38  0.092
H: 2.96 -0.71 1.35  0.099
O: 7.89 1.16 -0.84  0.090
H: 0.09 -3.76 1.47  0.124
H: 3.67 6.85 -0.14  0.141
C: 4.15 5.84 -2.97  -0.018
O: 3.28 4.02 -1.63  0.084
C: -8.82 -1.76 1.14  -0.203
H: 6.89 -0.41 0.01  0.145
H: -13.01 -0.48 0.88  0.090
H: -1.23 2.95 -0.75  0.077
O: 3.00 2.66 0.16  0.136
H: 6.19 -1.25 -2.13  0.140
C: 2.82 -2.98 1.77  -0.201
H: -8.02 0.31 0.58  0.115
H: -7.69 -1.94 -1.16  0.114
C: 3.34 5.44 -1.75  -0.343
H: -6.89 -0.79 1.61  0.108
H: 5.55 -0.65 2.13  0.057
C: 3.65 -1.62 1.47  -0.253
H: -6.53 -0.53 -1.26  0.108
H: 4.28 -0.64 3.47  0.081
O: -11.41 -2.90 1.81  0.057
C: -5.73 -2.34 -0.06  -0.167
N: -1.19 -1.25 0.44  0.062
C: -2.08 -2.15 -0.30  -0.407
C: 0.25 -1.70 0.41  -0.171
O: -1.89 -2.60 -1.44  0.109


[3]
The following is a DFT calculation (ωB97M-V with the def2-TZVPD basis set) of a cluster of 2 separate species, C3H6N2S3 in total.

Properties
frontier orbital gap (spin up / spin down): 0.28288 / 0.21344 Eh
multiplicity: 3
calculated total energy: -1421.810407 a.u.
energy relative to the best compared isomer or geometry (same formula, charge and spin): 1.61 kcal per mole
total charge: 0

Each line ends with the Mulliken spin population.
Positions of all 14 atoms, in Å:
H: 0.67 -1.80 0.60  0.070
C: 1.28 -0.84 0.35  -0.059
N: 1.03 -0.53 -1.06  0.216
S: 0.05 1.60 -2.46  0.127
H: -0.43 2.54 -1.46  -0.001
H: 0.94 0.71 2.08  0.020
S: -0.23 2.78 0.42  0.021
C: 0.41 0.66 -1.06  0.147
H: -2.00 -0.26 -0.53  -0.004
C: 0.80 0.36 1.05  0.631
H: 2.32 -1.06 0.51  0.041
S: 1.14 -1.73 -2.14  0.764
N: 0.33 1.24 0.16  0.014
H: -1.64 0.32 -0.71  0.012


[4]
The following is a DFT calculation (ωB97M-V with the def2-TZVPD basis set) of a structure of composition C23H19MoN7O10S3.

Properties
frontier orbital gap: 0.15720 Eh
calculated total energy: -3285.668863 a.u.
energy relative to the best compared isomer or geometry (same formula, charge and spin): 21.86 kcal per mole
total charge: +2

Each line ends with the Löwdin charge.
Positions of all 63 atoms, in Å:
H: -5.89 -4.06 3.48  0.122
S: -0.74 -0.77 1.59  0.698
C: 4.02 -1.19 -0.72  0.016
S: -1.80 2.19 -2.52  0.614
O: 6.72 -2.05 -1.62  0.146
O: 0.89 2.02 -4.47  0.180
Mo: -0.18 1.17 -1.29  1.685
H: 5.97 -2.09 -2.22  0.113
C: 5.19 -0.45 -0.60  -0.103
C: -4.03 -3.57 2.78  -0.282
H: -0.70 -0.73 -4.30  0.143
C: 2.79 -0.58 -0.52  -0.021
N: -1.56 -2.47 -0.97  0.198
C: -2.00 -1.84 2.00  -0.355
C: -1.49 4.09 2.52  0.029
O: 0.51 -1.44 1.45  -0.258
N: -0.92 -0.61 -2.25  -0.075
O: 2.84 1.95 -3.52  0.240
C: -1.21 -1.22 -1.10  -0.461
H: -5.22 -1.78 3.02  0.124
C: 1.37 2.20 1.04  0.008
C: -1.65 -3.14 -2.13  -0.022
C: -2.14 2.74 0.66  -0.124
H: -2.90 2.36 -0.01  0.104
H: -2.57 -5.14 2.47  0.125
O: -0.31 4.55 -3.45  -0.225
H: 2.19 2.38 1.73  0.172
H: -1.72 4.78 3.33  0.137
N: 1.50 1.40 0.05  -0.009
H: -4.83 -5.39 3.27  0.122
N: -1.03 -0.23 -0.12  -0.161
S: -0.65 3.99 -2.20  0.298
H: -1.44 -3.17 -4.28  0.129
H: -3.52 3.87 1.84  0.135
N: 1.70 1.75 -3.67  -0.379
C: -2.48 3.60 1.71  0.020
C: -4.26 -2.18 2.73  -0.001
H: 6.06 1.46 -0.19  0.141
C: -1.76 -3.22 2.02  -0.058
C: 3.92 1.53 -0.12  0.012
C: -2.76 -4.07 2.42  0.001
C: -3.25 -1.32 2.35  -0.047
C: -0.96 -1.27 -3.40  -0.032
O: -0.85 0.46 2.31  -0.260
N: -0.89 2.36 0.44  -0.080
C: 0.07 2.81 1.27  -0.258
O: 0.50 3.15 -1.63  -0.510
H: 3.88 2.59 0.07  0.131
C: 6.56 -1.10 -0.69  -0.478
H: 1.89 -1.17 -0.53  0.094
H: -3.42 -0.26 2.36  0.117
O: -1.33 4.73 -1.20  -0.259
O: 1.13 0.86 -2.58  -0.316
H: 0.64 4.01 2.94  0.143
H: -0.79 -3.61 1.76  0.121
C: -0.17 3.68 2.31  0.061
C: 2.76 0.77 -0.20  -0.260
O: 7.44 -0.78 0.06  0.170
C: 5.14 0.90 -0.29  0.033
C: -1.36 -2.59 -3.37  0.018
N: -5.00 -4.41 3.16  0.166
H: 4.06 -2.25 -0.92  0.133
H: -1.96 -4.18 -2.05  0.137